Entry i
C2H4N2S | ωB97M-V with the def2-TZVPD basis set

- Frontier orbital gap (alpha / beta): 0.279 / 0.279 Eh
- LUMO level (alpha / beta): -2.541 / -2.540 eV

```
! wB97M-V def2-TZVPD RIJCOSX def2/J DEFGRID3
* xyz 0 1
S -0.248 1.991 -0.151
N -0.485 0.491 0.500
N -3.790 -0.333 -0.099
C -2.659 -0.186 0.137
C 0.321 -0.545 -0.159
H 1.299 -0.640 0.343
H -0.035 2.696 0.980
H 0.571 -0.289 -1.168
H -0.368 -1.462 -0.285
*
```

---

Entry ii
C2H4N2S | ωB97M-V with the def2-TZVPD basis set

- Frontier orbital gap: 0.327 Eh
- SMILES: NCN=C=S
- LUMO level: 0.539 eV

```
! wB97M-V def2-TZVPD RIJCOSX def2/J DEFGRID3
* xyz 0 1
S 0.808 -3.189 -1.752
N -0.356 1.573 0.155
N 0.369 -0.916 -0.319
C 0.579 -1.919 -0.982
C -0.137 0.393 0.820
H 0.423 1.995 -0.211
H 0.754 0.411 1.511
H -1.288 1.711 -0.200
H -1.151 -0.059 0.978
*
```

---

Which one sits at the bottom of the stability order? entry i does.

---

Entry i
C2H4N2S | ωB97M-V with the def2-TZVPD basis set

- Frontier orbital gap (alpha / beta): 0.348 / 0.348 Eh
- LUMO level (alpha / beta): -0.169 / -0.170 eV

```
! wB97M-V def2-TZVPD RIJCOSX def2/J DEFGRID3
* xyz 0 1
S -1.918 0.597 -0.240
N 1.053 1.286 -0.151
N 0.459 -2.208 -0.362
C 0.088 -1.230 0.104
C -0.370 0.029 0.557
H -1.871 -0.580 -0.964
H 1.155 0.906 -1.056
H -0.235 0.307 1.520
H 1.639 0.891 0.592
*
```

---

Entry ii
C2H4N2S | ωB97M-V with the def2-TZVPD basis set

- Frontier orbital gap: 0.320 Eh
- LUMO level: -0.001 eV

```
! wB97M-V def2-TZVPD RIJCOSX def2/J DEFGRID3
* xyz 0 1
S 0.891 -0.339 -1.553
N -0.944 -0.106 0.288
N -0.268 1.253 2.258
C 0.061 0.262 1.427
C -0.486 -0.693 -0.801
H -1.500 1.811 2.286
H -1.324 -1.125 -1.227
H -1.856 -0.252 0.664
H 1.451 -0.463 1.544
*
```

---

Which one sits at the bottom of the stability order? entry ii does.

---

Entry i
CH4O2S | ωB97M-V with the def2-TZVPD basis set

- Frontier orbital gap: 0.387 Eh
- SMILES: O=CO.S
- LUMO level: 0.671 eV

```
! wB97M-V def2-TZVPD RIJCOSX def2/J DEFGRID3
* xyz 0 1
S -1.642 1.138 2.496
O 0.974 -1.871 -0.464
O 1.132 -0.015 -1.714
C 0.456 -0.999 -1.091
H -0.527 1.874 2.462
H 2.068 -0.253 -1.627
H -0.624 -0.896 -1.253
H -1.836 1.021 1.191
*
```

---

Entry ii
CH4O2S | ωB97M-V with the def2-TZVPD basis set

- Frontier orbital gap: 0.368 Eh
- LUMO level: 0.661 eV

```
! wB97M-V def2-TZVPD RIJCOSX def2/J DEFGRID3
* xyz 0 1
S -1.345 0.666 0.384
O 1.398 -0.626 0.367
O -2.306 -0.057 -0.468
C 0.533 0.319 -0.274
H 0.662 0.066 -1.335
H 1.183 -1.541 -0.008
H -1.029 -0.178 1.495
H 0.904 1.351 -0.160
*
```

---

Which one sits at the bottom of the stability order? entry ii does.

---

Entry i
C3H14N2O2S | ωB97M-V with the def2-TZVPD basis set

- Frontier orbital gap (alpha / beta): 0.216 / 0.208 Eh
- LUMO level (alpha / beta): -7.974 / -7.870 eV

```
! wB97M-V def2-TZVPD RIJCOSX def2/J DEFGRID3
* xyz 1 2
S 0.306 -0.142 -2.599
O 0.680 0.386 2.642
O 0.182 1.960 0.726
N 0.911 -0.872 0.385
N -1.682 -0.031 1.419
C -0.002 -1.704 -1.687
C -1.430 -0.393 -0.026
C -0.295 -1.400 -0.204
H -0.828 0.100 1.982
H -1.174 0.547 -0.556
H 1.134 -0.025 -0.162
H 2.210 2.208 -2.910
H -0.881 -2.180 -2.208
H 0.996 -0.784 1.420
H 0.707 2.748 0.672
H -0.550 -2.216 0.480
H 0.540 1.333 1.473
H 1.793 1.684 -3.271
H 1.135 1.054 3.185
H -2.393 -0.801 -0.394
H -2.280 0.796 1.521
H 0.921 -2.268 -1.886
*
```

---

Entry ii
C3H14N2O2S | ωB97M-V with the def2-TZVPD basis set

- Frontier orbital gap (alpha / beta): 0.204 / 0.177 Eh
- LUMO level (alpha / beta): -7.527 / -7.981 eV

```
! wB97M-V def2-TZVPD RIJCOSX def2/J DEFGRID3
* xyz 1 2
S 2.351 0.938 0.390
O -1.375 0.685 1.964
O -2.683 -0.822 0.554
N 0.108 -1.211 0.061
N -1.432 0.748 -1.586
C 2.191 -0.330 -0.851
C -0.003 0.758 -1.569
C 0.706 -0.655 -1.128
H 0.245 -0.546 0.819
H 0.222 1.392 -0.694
H 2.592 -0.082 -1.840
H 2.635 0.502 3.599
H -3.196 -1.574 0.937
H -1.873 1.034 -2.445
H -1.953 -0.013 1.478
H 2.154 1.006 3.388
H 0.379 1.109 -2.525
H -1.877 0.309 -0.781
H 0.571 -1.333 -1.970
H -0.896 -1.248 -0.087
H 2.695 -1.270 -0.611
H -1.560 0.603 2.897
*
```

---

Which one sits at the bottom of the stability order? entry i does.

---

Entry i
C18H17N3O3 | ωB97M-V with the def2-TZVPD basis set

- Frontier orbital gap: 0.297 Eh
- SMILES: Cc1cccc(NC(=O)Cn2nc(-c3ccco3)ccc2=O)c1C
- LUMO level: -0.342 eV

```
! wB97M-V def2-TZVPD RIJCOSX def2/J DEFGRID3
* xyz 0 1
O -2.802 -0.765 0.329
O 1.153 -2.982 -3.812
O 2.863 -0.304 -0.933
N 0.954 -0.427 0.315
N -0.847 -1.780 -1.211
N 0.191 -2.195 -1.906
C 0.937 3.368 2.040
C 2.074 2.585 2.174
C -0.186 2.892 1.386
C 1.449 -2.238 -1.190
C 3.267 3.133 2.897
C -2.221 -2.006 -3.138
C 1.846 -0.865 -0.604
C 0.981 0.848 0.927
C 3.274 0.393 1.842
C -3.942 -0.335 0.885
C -0.162 1.633 0.823
C -4.980 -0.445 0.010
C -3.093 -1.164 -0.931
C -4.434 -0.983 -1.175
C -1.161 -2.449 -3.847
C 0.155 -2.578 -3.250
C -2.025 -1.664 -1.766
C 2.096 1.292 1.639
H 3.428 2.605 3.837
H 4.165 3.026 2.291
H 3.124 4.187 3.122
H -1.238 -2.727 -4.887
H -6.002 -0.178 0.183
H -1.070 3.506 1.305
H -3.889 0.024 1.894
H 3.976 0.498 1.016
H 0.926 4.364 2.460
H -1.020 1.249 0.291
H 1.379 -2.960 -0.371
H 3.789 0.623 2.771
H 2.214 -2.553 -1.904
H 2.956 -0.648 1.868
H -3.198 -1.906 -3.581
H -4.964 -1.206 -2.077
H 0.038 -0.870 0.277
*
```

---

Entry ii
C18H17N3O3 | ωB97M-V with the def2-TZVPD basis set

- Frontier orbital gap: 0.306 Eh
- SMILES: CCOC(=O)CCc1c(C)c(C#N)c2[nH]c3ccccc3n2c1=O
- LUMO level: 0.372 eV

```
! wB97M-V def2-TZVPD RIJCOSX def2/J DEFGRID3
* xyz 0 1
O 0.028 -3.878 1.657
O 0.672 -3.159 -0.356
O 1.107 0.312 2.232
N -1.330 2.268 -0.977
N -0.068 1.216 0.513
N -0.268 0.977 -4.212
C 0.905 0.337 1.030
C -0.339 1.348 -0.814
C -0.906 2.078 1.216
C -2.774 3.925 2.003
C 1.586 -0.448 0.031
C 2.123 -1.050 -2.350
C -1.701 2.740 0.265
C -0.428 -3.868 -0.932
C 0.783 -3.232 0.976
C 1.353 -0.294 -1.312
C 1.941 -2.442 1.533
C -1.987 3.269 2.942
C -2.647 3.674 0.646
C -0.584 -3.458 -2.384
C 2.587 -1.433 0.577
C 0.356 0.621 -1.764
C 0.037 0.803 -3.117
C -1.037 2.332 2.568
H -0.735 -2.385 -2.462
H -0.237 -4.944 -0.843
H -0.421 1.816 3.285
H -1.445 -3.966 -2.810
H -3.258 4.182 -0.083
H 0.299 -3.729 -2.955
H 3.086 -1.959 -0.233
H -3.502 4.649 2.336
H 1.571 -1.923 2.420
H 3.338 -0.883 1.150
H 2.042 -2.120 -2.175
H -1.331 -3.639 -0.354
H -1.707 2.546 -1.867
H 2.691 -3.162 1.869
H 3.177 -0.774 -2.311
H -2.118 3.494 3.989
H 1.746 -0.826 -3.345
*
```

---

Which one sits at the bottom of the stability order? entry i does.

---

Entry i
C6H21NO4 | ωB97M-V with the def2-TZVPD basis set

- Frontier orbital gap: 0.324 Eh
- SMILES: CCCCNCCO.O.O.O
- LUMO level: 0.034 eV

```
! wB97M-V def2-TZVPD RIJCOSX def2/J DEFGRID3
* xyz 0 1
O -0.137 1.907 2.746
O 0.000 -1.961 2.257
O -4.307 -0.955 -0.106
O -1.971 -2.252 -1.155
N -0.063 0.920 -0.029
C 1.623 1.110 -1.754
C 2.484 -1.245 -1.020
C 1.307 1.377 -0.298
C -1.298 1.639 1.970
C 1.826 -0.427 -2.090
C -1.055 1.905 0.486
H -1.995 1.797 -0.055
H 2.037 0.934 0.397
H 0.571 1.352 2.410
H 2.440 -2.302 -1.273
H -0.505 -2.777 2.128
H -0.092 0.076 0.531
H -1.602 0.583 2.037
H -1.915 -3.025 -0.603
H -2.042 2.264 2.471
H 0.717 1.361 -2.305
H 1.447 2.427 -0.010
H 0.890 -0.801 -2.514
H -1.132 -1.747 -1.146
H -4.031 -1.019 -1.038
H 0.201 -2.021 3.194
H 3.527 -0.920 -0.885
H -3.500 -1.135 0.370
H -0.494 2.837 0.397
H 2.504 1.639 -2.126
H 2.446 -0.394 -2.993
H 2.122 -1.146 0.006
*
```

---

Entry ii
C6H21NO4 | ωB97M-V with the def2-TZVPD basis set

- Frontier orbital gap: 0.300 Eh
- SMILES: CC/C(C)=C(/C)N.O.O.O.O
- LUMO level: 0.448 eV

```
! wB97M-V def2-TZVPD RIJCOSX def2/J DEFGRID3
* xyz 0 1
O -1.996 -1.685 -1.714
O -3.170 -2.218 1.303
O -2.798 1.637 1.306
O 1.988 -1.106 2.980
N -0.154 -0.258 0.620
C 1.538 0.567 -0.916
C 1.030 -0.254 -2.071
C 2.843 1.300 -1.037
C -0.215 0.648 -2.845
C 0.880 0.580 0.280
C 1.441 1.422 1.396
H 0.867 1.197 2.369
H -0.909 -1.653 -1.482
H -3.072 -2.691 0.505
H 3.273 1.339 -2.042
H 1.986 -0.476 -2.673
H -1.962 -2.362 -2.461
H -0.920 -0.091 -3.123
H -0.670 1.350 -2.096
H -3.713 1.621 1.186
H -2.668 -1.400 1.284
H 2.429 1.213 1.667
H 2.787 -0.657 2.885
H 2.792 2.324 -0.586
H 1.682 -1.169 2.037
H 1.484 2.520 1.167
H 3.592 0.683 -0.553
H 0.667 -1.325 -1.883
H 0.318 1.260 -3.652
H -2.729 1.782 2.201
H -0.673 0.167 1.293
H -0.778 -0.432 -0.223
*
```

---

Which one sits at the bottom of the stability order? entry ii does.